Arrangement w

{"formula": "C5H13NO2", "method": "ωB97M-V with the def2-TZVPD basis set", "smiles": "C=CC/C=C/N.O.O", "lumo_energy_ha": 0.024, "homo_lumo_gap_ev": 8.5, "homo_ev": -7.84, "elements": ["C", "C", "C", "C", "C", "N", "H", "H", "H", "H", "H", "H", "H", "H", "H", "O", "H", "H", "O", "H", "H"], "coordinates": [[-0.332, -3.187, 1.553], [0.296, -2.324, 0.774], [0.028, -0.822, 0.843], [0.278, -0.117, -0.426], [0.203, 1.220, -0.535], [0.879, 1.942, -1.521], [-0.281, -4.266, 1.540], [-0.999, -2.793, 2.314], [0.941, -2.654, -0.032], [-1.024, -0.710, 1.166], [0.468, -0.412, 1.759], [0.690, -0.631, -1.286], [-0.116, 1.885, 0.260], [0.532, 2.849, -1.752], [1.584, 1.464, -2.045], [2.431, -0.748, -5.477], [1.906, -0.742, -4.673], [2.953, -1.552, -5.401], [-3.273, 3.574, 4.406], [-4.195, 3.539, 4.209], [-2.967, 4.486, 4.322]], "mulliken_charge": [-0.793, -0.098, -0.266, -0.526, -0.066, -0.428, 0.269, 0.227, 0.252, 0.242, 0.345, 0.188, 0.311, 0.185, 0.156, -0.642, 0.322, 0.320, -0.639, 0.317, 0.322]}



Arrangement x

{"formula": "C5H13NO2", "method": "ωB97M-V with the def2-TZVPD basis set", "smiles": "CCNC(CO)CO", "lumo_energy_ha": 0.036, "homo_lumo_gap_ev": 9.8, "homo_ev": -8.85, "elements": ["C", "C", "N", "C", "C", "O", "C", "O", "H", "H", "H", "H", "H", "H", "H", "H", "H", "H", "H", "H", "H"], "coordinates": [[-0.282, 1.661, 2.421], [0.902, 1.218, 1.552], [0.658, 1.176, 0.121], [0.182, -0.106, -0.403], [0.644, -0.277, -1.845], [1.055, -1.642, -2.030], [-1.330, -0.352, -0.198], [-1.668, -1.637, 0.276], [-0.721, 0.849, 3.004], [-1.085, 2.143, 1.866], [0.015, 2.412, 3.134], [1.745, 1.881, 1.708], [1.216, 0.233, 1.848], [-0.032, 1.890, -0.094], [0.683, -0.916, 0.124], [1.461, 0.402, -2.106], [-0.102, -0.047, -2.620], [1.796, -1.657, -2.640], [-1.752, 0.414, 0.473], [-1.840, -0.186, -1.136], [-1.086, -1.869, 1.012]], "mulliken_charge": [-1.130, -0.324, -0.440, 0.366, -0.818, -0.533, -0.516, -0.506, 0.283, 0.315, 0.344, 0.438, 0.236, 0.261, 0.209, 0.421, 0.229, 0.302, 0.232, 0.314, 0.318]}



Comparing the structures above, arrangement x comes out on top by 15.4 kcal/mol.